This record from the Open Molecules 2025 dataset describes 6 unconnected molecules or ions with the total composition C24H60O6 at a distorted geometry. The level of theory is ωB97M-V/def2-TZVPD.

Structure (ORCA input):
```
! wB97M-V def2-TZVPD RIJCOSX def2/J DEFGRID3
* xyz 0 1
C 1.785 -3.716 4.963
C 0.324 -3.773 4.432
O 0.316 -3.864 2.929
C -0.935 -3.564 2.334
C -0.806 -3.595 0.922
H 2.356 -4.734 4.972
H 2.055 -3.504 6.036
H 2.349 -2.843 4.281
H -0.090 -2.774 4.588
H -0.232 -4.580 4.672
H -1.189 -2.513 2.676
H -1.775 -4.195 2.839
H -1.782 -3.406 0.202
H -0.279 -4.514 0.713
H -0.058 -2.976 0.477
C -3.030 -0.327 -0.728
C -1.667 0.432 -0.901
O -1.743 1.403 -1.882
C -0.691 2.303 -2.006
C -0.629 2.888 -3.335
H -3.341 -0.701 -1.745
H -3.810 0.037 -0.140
H -2.878 -1.185 -0.148
H -0.825 0.035 -1.288
H -1.524 0.826 0.124
H 0.224 1.807 -1.826
H -0.912 3.061 -1.307
H 0.363 3.348 -3.546
H -1.311 3.584 -3.674
H -0.506 2.081 -4.140
C -3.119 -0.165 3.174
C -4.351 -0.987 2.815
O -3.805 -2.146 2.114
C -4.884 -3.108 1.844
C -4.455 -4.079 0.895
H -2.474 -0.076 2.354
H -2.484 -0.542 3.947
H -3.516 0.856 3.637
H -5.052 -0.170 2.309
H -4.889 -1.137 3.847
H -5.820 -2.603 1.542
H -5.206 -3.553 2.805
H -4.197 -3.781 -0.075
H -5.218 -4.627 0.725
H -3.469 -4.584 1.323
C 2.070 6.469 -4.015
C 3.123 6.103 -2.862
O 2.688 4.743 -2.495
C 3.546 4.242 -1.434
C 2.978 3.050 -0.943
H 1.151 6.030 -3.911
H 2.462 5.980 -4.993
H 2.179 7.625 -4.065
H 3.139 6.683 -2.028
H 4.185 6.132 -3.228
H 3.775 5.188 -0.570
H 4.501 4.154 -1.896
H 1.858 3.198 -0.625
H 3.493 2.641 -0.181
H 2.764 2.188 -1.620
C 1.160 -3.916 -4.037
C 1.465 -2.783 -2.987
O 1.585 -1.557 -3.614
C 2.019 -0.465 -2.836
C 1.843 0.683 -3.701
H 1.138 -4.940 -3.501
H 1.962 -3.890 -4.587
H 0.246 -3.619 -4.539
H 2.426 -3.060 -2.489
H 0.816 -2.835 -2.349
H 3.143 -0.676 -2.752
H 1.578 -0.348 -2.053
H 0.894 0.680 -4.026
H 2.410 0.852 -4.661
H 1.778 1.571 -3.148
C 2.143 -0.829 1.051
C 1.337 -0.179 2.160
O 1.098 1.178 1.840
C 0.477 1.905 2.843
C 0.065 3.254 2.584
H 2.891 -0.287 0.648
H 1.390 -0.831 0.178
H 2.290 -1.818 1.429
H 1.978 -0.118 3.092
H 0.688 -0.888 2.501
H 1.147 1.838 3.750
H -0.584 1.495 2.964
H -0.469 3.579 3.474
H -0.605 3.201 1.564
H 0.960 4.037 2.321
*
```

Properties
SMILES	CCOCC.CCOCC.CCOCC.CCOCC.CCOCC.CCOCC
HOMO-LUMO gap	9.99	eV
max |F|	12.887	eV/Å
E_HOMO	-9.197	eV
ΔE to the lowest compared entry with this formula, charge and spin	10.8960	eV


This record from the Open Molecules 2025 dataset describes 8 unconnected molecules or ions with the total composition C24H61BBrFN2O11P. The level of theory is ωB97M-V/def2-TZVPD.

Structure (ORCA input):
```
! wB97M-V def2-TZVPD RIJCOSX def2/J DEFGRID3
* xyz 1 1
C 3.055 3.905 2.307
C 1.873 3.032 1.933
O 2.356 1.845 1.247
P 1.539 0.508 1.465
O 1.617 -0.070 2.814
C -0.185 0.834 0.997
C -0.808 -0.377 0.296
C -2.243 -0.170 -0.040
C -2.783 0.758 -0.859
C -2.113 1.802 -1.684
C -2.867 2.246 -2.927
C -4.181 2.984 -2.678
F -3.092 1.141 -3.745
N -4.142 0.538 -0.833
C -4.446 -0.490 -0.037
B -5.936 -1.025 0.190
O -6.223 -2.206 -0.393
C -6.966 -0.149 0.974
C -7.344 1.125 0.197
N -3.292 -0.930 0.456
C -3.176 -2.095 1.337
C -4.027 -1.968 2.601
C -3.886 -0.621 3.316
Br -3.471 -3.443 3.740
O 2.062 -0.441 0.303
C 3.282 -1.208 0.566
C 4.529 -0.344 0.552
H 3.891 3.261 2.570
H 2.781 4.538 3.144
H 3.350 4.508 1.455
H 1.221 3.553 1.232
H 1.309 2.751 2.822
H -0.247 1.725 0.370
H -0.710 1.053 1.925
H -0.247 -0.601 -0.607
H -0.711 -1.225 0.963
H -1.129 1.443 -1.981
H -1.955 2.707 -1.093
H -2.202 2.918 -3.468
H -5.001 2.341 -3.008
H -4.236 3.912 -3.232
H -4.344 3.188 -1.620
H -4.852 1.028 -1.352
H -7.055 -2.570 -0.068
H -7.860 -0.713 1.243
H -6.504 0.178 1.909
H -8.092 1.702 0.733
H -7.719 0.907 -0.801
H -6.476 1.779 0.094
H -3.449 -2.981 0.769
H -2.141 -2.224 1.624
H -5.060 -2.208 2.364
H -3.204 0.039 2.785
H -3.526 -0.775 4.327
H -4.859 -0.146 3.417
H 3.355 -1.936 -0.235
H 3.194 -1.753 1.502
H 4.406 0.501 -0.122
H 4.792 0.013 1.545
H 5.359 -0.945 0.186
C 3.742 -4.961 0.283
O 3.909 -4.066 -0.828
H 4.206 -4.493 1.148
H 2.679 -5.117 0.489
H 4.222 -5.920 0.092
H 3.511 -4.485 -1.595
C -3.159 6.986 -3.500
O -3.563 6.321 -2.298
H -2.115 6.744 -3.672
H -3.753 6.651 -4.355
H -3.251 8.069 -3.399
H -4.482 6.546 -2.134
C 0.610 -3.703 -1.469
O 0.514 -3.344 -0.094
H 0.136 -4.673 -1.596
H 0.102 -2.975 -2.110
H 1.654 -3.764 -1.769
H 0.971 -2.503 0.015
C 4.415 -8.764 1.557
O 5.016 -7.979 0.535
H 3.393 -8.413 1.678
H 4.395 -9.822 1.285
H 4.940 -8.653 2.509
H 5.922 -8.293 0.427
C 4.193 7.346 1.601
O 2.879 7.181 2.127
H 4.316 6.619 0.802
H 4.335 8.347 1.187
H 4.956 7.162 2.362
H 2.766 7.824 2.832
C 7.773 -9.859 -1.470
O 7.618 -9.416 -0.120
H 7.344 -10.855 -1.528
H 7.245 -9.204 -2.167
H 8.827 -9.910 -1.748
H 8.019 -8.543 -0.052
C 0.778 6.832 -2.543
O 0.283 7.652 -3.595
H 0.236 5.890 -2.589
H 1.845 6.627 -2.663
H 0.609 7.286 -1.563
H 0.754 8.489 -3.564
*
```

Properties
HOMO-LUMO gap	8.92	eV
max |F|	0.691	eV/Å
E_HOMO	-11.363	eV


This record from the Open Molecules 2025 dataset describes a molecular structure, C24H62N28O13S at a distorted geometry. The level of theory is ωB97M-V/def2-TZVPD.

Structure (ORCA input):
```
! wB97M-V def2-TZVPD RIJCOSX def2/J DEFGRID3
* xyz 0 1
C 0.762 2.684 -4.917
C 0.929 2.352 -3.764
C 1.422 2.264 -2.323
C 2.897 1.723 -2.241
C 3.907 2.519 -3.114
C 4.629 3.691 -2.413
C 5.773 4.195 -3.034
C 6.558 5.338 -2.526
C 6.195 5.996 -1.365
C 5.019 5.512 -0.670
N 4.468 6.011 0.454
S 3.146 5.122 0.801
N 3.158 4.044 -0.435
C 4.221 4.359 -1.182
H 0.721 3.056 -5.937
H 0.794 1.527 -1.780
H 1.289 3.244 -1.828
H 2.843 0.695 -2.670
H 3.217 1.585 -1.195
H 3.477 2.875 -4.078
H 4.706 1.799 -3.413
H 6.118 3.722 -3.965
H 7.433 5.634 -3.128
H 6.756 6.866 -0.994
C -0.836 -0.785 -0.567
O 0.120 -0.099 -0.927
N -0.757 -1.677 0.452
N -2.054 -0.703 -1.165
H -1.530 -2.238 0.750
H 0.121 -1.772 0.921
H -2.150 -0.052 -1.921
H -2.851 -1.256 -0.888
C -0.946 5.414 3.784
O -1.559 5.379 4.836
N -0.184 4.371 3.339
N -0.964 6.498 2.951
H 0.324 4.390 2.475
H -0.140 3.552 3.916
H -1.515 7.296 3.237
H -0.462 6.533 2.084
C 5.003 0.385 1.029
O 4.779 0.016 -0.113
N 4.422 1.486 1.580
N 5.863 -0.277 1.861
H 4.604 1.792 2.520
H 3.780 2.008 1.010
H 6.316 -1.095 1.500
H 6.054 0.017 2.800
C -4.822 -2.148 -2.807
O -4.488 -1.956 -1.646
N -4.699 -3.363 -3.418
N -5.339 -1.165 -3.588
H -4.968 -3.529 -4.368
H -4.318 -4.117 -2.875
H -5.445 -0.252 -3.177
H -5.611 -1.304 -4.542
C -3.810 2.005 -5.209
O -4.899 1.773 -4.703
N -3.622 2.979 -6.142
N -2.685 1.307 -4.880
H -2.732 3.173 -6.559
H -4.425 3.524 -6.418
H -2.778 0.579 -4.195
H -1.783 1.488 -5.283
C 2.550 2.011 5.807
O 3.288 2.064 4.837
N 1.464 1.186 5.861
N 2.744 2.772 6.922
H 0.850 1.136 6.651
H 1.283 0.607 5.060
H 3.531 3.395 6.925
H 2.142 2.737 7.723
C 0.160 -3.281 3.613
O -0.252 -2.936 2.509
N 1.356 -3.919 3.778
N -0.526 -3.068 4.762
H 1.706 -4.209 4.672
H 1.903 -4.101 2.955
H -1.411 -2.603 4.691
H -0.195 -3.349 5.663
C -6.066 4.466 -9.040
O -5.750 4.637 -7.875
N -5.949 3.258 -9.664
N -6.564 5.466 -9.823
H -6.206 3.106 -10.621
H -5.587 2.492 -9.124
H -6.667 6.372 -9.404
H -6.826 5.335 -10.781
C 0.126 -7.322 2.298
O 1.287 -7.464 2.650
N -0.574 -8.297 1.641
N -0.578 -6.179 2.520
H -1.527 -8.185 1.349
H -0.097 -9.165 1.449
H -0.105 -5.430 2.996
H -1.529 -6.053 2.229
C 2.615 -10.785 1.080
O 1.560 -11.045 1.635
N 2.739 -9.797 0.149
N 3.771 -11.463 1.343
H 3.603 -9.579 -0.310
H 1.917 -9.269 -0.079
H 3.728 -12.200 2.023
H 4.643 -11.259 0.895
C -3.078 8.784 1.287
O -2.696 8.990 2.428
N -2.950 7.574 0.676
N -3.666 9.750 0.523
H -3.260 7.395 -0.261
H -2.521 6.833 1.204
H -3.781 10.658 0.934
H -3.983 9.592 -0.414
C 0.105 -6.196 -1.983
O -0.575 -7.111 -2.422
N 0.293 -5.025 -2.658
N 0.737 -6.262 -0.776
H 0.848 -4.268 -2.305
H -0.154 -4.931 -3.551
H 0.626 -7.105 -0.241
H 1.296 -5.517 -0.407
C -2.087 -3.503 8.095
O -1.340 -3.444 7.128
N -3.186 -4.304 8.123
N -1.885 -2.773 9.227
H -3.805 -4.361 8.909
H -3.373 -4.861 7.309
H -1.085 -2.167 9.249
H -2.492 -2.814 10.023
*
```

Properties
HOMO-LUMO gap	8.11	eV
max |F|	1.507	eV/Å
E_HOMO	-8.421	eV


| no. | LUMO level (eV) |
| --- | --- |
| 1 | 0.8 |
| 2 | -2.4 |
| 3 | -0.3 |